Here is a cluster of 2 separate species, C11H15N in total from the Open Molecules 2025 dataset. Energies are from wB97M-V/def2-TZVPD.

The geometry in XYZ format:
```
27
Properties=species:S:1:pos:R:3:lowdin_charge:R:1
N 2.39904 0.72474 -0.93210 0.071
C -2.00562 1.16357 3.51504 -0.181
C 2.73776 -0.54708 -0.52763 -0.073
C -1.59912 0.92775 2.08106 -0.184
C -1.56079 0.04980 -1.90224 -0.092
C 0.21588 1.74918 -1.69773 -0.019
C 1.06275 0.72369 -1.28195 -0.217
C 1.71438 -2.86826 -0.44548 -0.051
C -1.06628 1.36241 -2.02921 -0.111
C 1.66112 -1.37870 -0.52203 -0.214
C 0.59558 -0.57293 -1.06365 -0.159
C -0.72923 -0.90859 -1.33856 -0.030
H 3.16007 1.30809 -1.24689 0.151
H 2.59082 -3.23093 -0.98216 0.074
H -3.08070 1.28133 3.63245 0.057
H -1.80790 2.08967 -2.31998 0.093
H 0.52671 2.78688 -1.77649 0.109
H -1.68359 0.37087 4.19415 0.064
H -2.52912 -0.17212 -2.31270 0.093
H -1.63970 2.11302 3.90567 0.059
H -1.06322 -1.94103 -1.35415 0.107
H 3.77152 -0.68919 -0.24032 0.124
H 0.93260 -3.41451 -0.96133 0.069
H -0.51751 0.81903 1.95429 0.062
H -1.81226 -0.08594 1.70724 0.061
H -2.07951 1.61939 1.38937 0.065
H 1.80632 -3.28012 0.55534 0.073
```

## Properties
**SMILES string**: Cc1c[nH]c2ccccc12.CC

Here is the molecule C3H5N3O from the Open Molecules 2025 dataset. Energies are from wB97M-V/def2-TZVPD.

The geometry in XYZ format:
```
12
Properties=species:S:1:pos:R:3:lowdin_charge:R:1
O 1.32847 1.41708 0.12000 -0.005
N 1.48882 -1.06481 0.00934 0.055
N 0.20025 0.65321 -0.15136 -0.102
N -1.95081 -0.14131 0.07185 0.008
C -1.23441 1.02111 -0.03107 -0.089
C 0.27455 -0.63062 -0.20682 -0.486
C -0.99371 -1.19967 0.09799 -0.089
H -1.80507 2.05640 -0.14126 0.148
H 2.01629 0.63542 0.32585 0.142
H 1.56841 -1.47404 0.87516 0.070
H 2.30776 -1.45978 -0.74066 0.222
H -1.16154 -2.36909 0.05159 0.129
```

## Properties
**SMILES string**: Nc1cncn1O

Here is a cluster of 2 separate species, C2H7S2 in total from the Open Molecules 2025 dataset. Energies are from wB97M-V/def2-TZVPD.

The geometry in XYZ format:
```
11
Properties=species:S:1:pos:R:3:lowdin_charge:R:1
S -0.80598 -1.65221 -1.13394 0.415
S 0.66070 1.35512 -1.67445 0.105
C 1.36654 1.49183 0.03624 -0.630
C -1.31190 -1.31665 0.62263 -0.519
H -0.27969 -0.36860 -1.33390 -0.336
H -1.42521 -2.41296 0.90492 0.003
H 2.04514 2.27061 0.23951 -0.034
H 1.79580 0.49598 0.16449 -0.018
H -0.32880 -0.92259 1.05297 0.011
H 0.40853 1.58080 0.55507 -0.032
H -2.12513 -0.52133 0.56646 0.034
```

## Properties
**Charge**: -1

Calculated E_tot, -482.89047 -356.66568 -876.76276 a.u. (same order as the records).
Calculated orbital gap, 8.740 8.749 6.360 eV (same order as the records).
Calculated ΔE to the lowest compared entry with this formula, charge and spin, 0.672 5.216 1.285 eV (same order as the records).